Molecular formula: C14H11Br2Cl2IIrN4
Method: DFT, ωB97M-V with the def2-TZVPD basis set

Each line ends with the natural charge from an NBO analysis.
Atoms and positions in Å:
Ir: 0.58 -1.13 0.71  1.05
Br: -5.27 1.11 -1.29  0.31
C: -3.63 0.45 -0.76  -0.02
C: -3.31 -0.90 -0.93  -0.23
C: -2.09 -1.36 -0.51  0.07
N: -1.19 -0.54 0.06  -0.36
C: -1.46 0.79 0.20  0.16
C: -2.68 1.30 -0.19  -0.21
C: -0.35 1.58 0.77  0.16
C: -0.38 2.93 1.01  -0.21
C: 0.77 3.55 1.53  -0.02
Br: 0.76 5.36 1.87  0.30
C: 1.90 2.78 1.77  -0.23
C: 1.86 1.43 1.50  0.08
N: 0.76 0.84 1.02  -0.43
H: -4.02 -1.59 -1.38  0.29
H: -1.80 -2.40 -0.63  0.24
H: -2.90 2.35 -0.07  0.27
H: -1.26 3.52 0.82  0.27
H: 2.81 3.22 2.16  0.29
H: 2.73 0.80 1.68  0.24
Cl: -0.45 -1.67 2.90  0.17
C: -0.30 -3.43 2.56  -0.34
Cl: 0.32 -3.56 0.86  0.12
H: -1.28 -3.89 2.61  0.29
H: 0.43 -3.87 3.23  0.29
I: 2.65 0.96 -4.66  0.37
C: 2.25 -0.23 -3.04  -0.29
C: 2.62 -1.56 -2.86  0.05
N: 2.15 -1.97 -1.68  -0.31
N: 1.53 -0.94 -1.04  -0.33
C: 1.58 0.11 -1.88  -0.01
H: 3.18 -2.23 -3.50  0.29
H: 2.35 -2.85 -1.22  0.44
H: 1.12 1.05 -1.62  0.24

Properties
- Gap between HOMO and LUMO: 0.1978 hartree
- Charge: +3
- 2S+1: 1
- ΔE to the lowest compared entry with this formula, charge and spin: 0.000 eV

=====

Molecular formula: C6H7OP
Method: DFT, ωB97M-V with the def2-TZVPD basis set

Each line ends with the natural charge from an NBO analysis.
Atoms and positions in Å:
C: -0.23 1.43 0.50  -0.21
C: -1.36 0.84 0.35  -0.04
C: 0.83 -0.88 -1.14  -0.74
C: -2.13 -0.17 -0.04  0.05
C: 1.02 0.70 0.94  -0.41
C: 0.90 -0.85 0.39  -0.44
O: -1.91 -0.71 -1.25  -0.77
P: -0.50 -0.89 -2.09  1.03
H: -0.14 2.53 0.18  0.22
H: -3.15 -0.23 0.20  0.20
H: 1.88 1.09 0.51  0.21
H: 1.09 0.91 1.97  0.22
H: 0.17 -1.53 0.75  0.23
H: 1.88 -1.32 0.51  0.22
H: 1.66 -0.91 -1.78  0.23

Properties
- Gap between HOMO and LUMO: 0.3327 hartree
- Structure (SMILES): C1=CCC/C=P\OC=1
- 2S+1: 1
- ΔE to the lowest compared entry with this formula, charge and spin: 3.019 eV

=====

| no. | HOMO energy (eV) |
| --- | --- |
| 1 | -17.046 |
| 2 | -8.500 |